{
  "formula": "C18H20Cl51NO2S",
  "method": "ωB97M-V/def2-TZVPD",
  "charge": 0,
  "lumo_energy_ev": 0.1,
  "molar_mass_g_mol": 2122.5,
  "e_tot_ev": -674051.4169,
  "homo_lumo_gap_ha": 0.3547,
  "elements": ["O", "C", "O", "N", "S", "H", "H", "H", "C", "Cl", "Cl", "Cl", "H", "C", "Cl", "Cl", "Cl", "H", "C", "Cl", "Cl", "Cl", "H", "C", "Cl", "Cl", "Cl", "H", "C", "Cl", "Cl", "Cl", "H", "C", "Cl", "Cl", "Cl", "H", "C", "Cl", "Cl", "Cl", "H", "C", "Cl", "Cl", "Cl", "H", "C", "Cl", "Cl", "Cl", "H", "C", "Cl", "Cl", "Cl", "H", "C", "Cl", "Cl", "Cl", "H", "C", "Cl", "Cl", "Cl", "H", "C", "Cl", "Cl", "Cl", "H", "C", "Cl", "Cl", "Cl", "H", "C", "Cl", "Cl", "Cl", "H", "C", "Cl", "Cl", "Cl", "H", "C", "Cl", "Cl", "Cl", "H"],
  "coordinates": [[0.260106, -1.958276, -6.546682], [1.088433, -2.762885, -6.047451], [1.021490, -4.136525, -6.461157], [2.072929, -2.396572, -5.068641], [3.680443, -2.183959, -5.520331], [1.081105, -4.671599, -5.615209], [1.786115, -2.264472, -4.105709], [3.800462, -0.958353, -6.201169], [0.693646, -5.054015, -2.333253], [1.224818, -5.496064, -3.966289], [1.829800, -5.664375, -1.125214], [0.515041, -3.300546, -2.191772], [-0.277377, -5.512479, -2.153756], [-3.459132, -1.957321, -2.089085], [-2.342071, -0.715404, -1.505335], [-2.626426, -3.066307, -3.186359], [-4.183246, -2.849785, -0.738918], [-4.256435, -1.465590, -2.638221], [-1.704897, -0.639011, 2.737336], [-0.588268, -1.908068, 3.261245], [-0.828957, 0.656338, 1.911174], [-2.960347, -1.310367, 1.686768], [-2.184150, -0.219473, 3.619553], [-0.240126, 4.022371, -0.734802], [0.889233, 4.165521, 0.621549], [-0.635504, 2.325308, -1.034796], [-1.707187, 4.959367, -0.423132], [0.238413, 4.422269, -1.627760], [-7.594777, -5.340394, -0.885113], [-7.576795, -3.745426, -1.654661], [-6.857554, -6.549801, -1.947010], [-6.755734, -5.286500, 0.673618], [-8.627494, -5.625586, -0.707342], [-4.350885, 2.169264, -3.648566], [-3.227723, 2.315786, -2.290513], [-4.737035, 0.471063, -3.954177], [-5.827158, 3.095855, -3.341863], [-3.869283, 2.575446, -4.536194], [3.891635, 2.217240, 1.372624], [3.352660, 1.004269, 0.201373], [3.835162, 1.563110, 3.015183], [5.523674, 2.775031, 0.981740], [3.215970, 3.069819, 1.319742], [-9.057024, -0.119850, -1.703626], [-9.573952, -0.918194, -0.211824], [-8.466711, 1.512781, -1.362388], [-7.809088, -1.073564, -2.519542], [-9.916594, -0.042233, -2.366186], [6.246021, 5.615984, 3.258577], [6.729131, 7.202707, 3.874155], [6.063220, 4.462927, 4.587186], [4.743911, 5.739387, 2.331886], [7.028769, 5.252966, 2.595335], [1.260860, -0.748937, -9.987049], [1.783900, -1.187543, -11.619830], [2.398578, -1.365461, -8.782473], [1.088743, 1.006407, -9.839778], [0.289678, -1.204796, -9.804326], [6.252768, 2.946550, 8.524410], [7.357813, 1.663645, 9.036483], [7.134218, 4.226346, 7.676217], [4.970938, 2.288485, 7.496378], [5.793958, 3.376991, 9.411074], [-3.940476, -7.808950, 0.122117], [-4.445904, -9.031537, -1.052280], [-3.986321, -8.466209, 1.763725], [-2.319901, -7.208171, -0.261885], [-4.636949, -6.974202, 0.067878], [10.362400, 5.019582, 9.254195], [9.844693, 4.222815, 10.747552], [10.972761, 6.644967, 9.596295], [11.593750, 4.053839, 8.429001], [9.499533, 5.109214, 8.595847], [-0.226402, 4.570717, -5.034849], [0.915223, 4.729400, -3.690061], [-0.621626, 2.869748, -5.315939], [-1.693867, 5.506465, -4.717400], [0.245318, 4.966054, -5.932164], [6.155666, -1.514063, 1.293335], [5.616516, -2.726654, 0.122048], [6.098925, -2.168836, 2.936123], [7.788831, -0.955679, 0.902662], [5.479387, -0.661131, 1.240366], [4.156788, 6.281696, 9.216252], [4.679850, 5.825350, 7.587801], [5.284029, 5.664670, 10.435130], [4.003813, 8.038783, 9.350251], [3.179872, 5.838530, 9.398710], [-12.254838, -4.955788, -0.560050], [-12.771754, -6.168027, -1.740185], [-12.319314, -5.616691, 1.079674], [-10.623817, -4.378781, -0.934462], [-12.937892, -4.110607, -0.615788]],
  "forces_ev_per_a": [[3.350, -2.932, 2.014], [-3.406, 0.785, -2.012], [0.343, 2.414, 1.636], [-0.342, -0.287, -1.026], [0.421, 0.128, -0.360], [0.156, 1.132, -1.674], [-0.002, 0.347, -0.432], [-0.777, -0.778, 0.798], [-0.012, 0.175, 0.368], [0.204, -0.924, 1.115], [-0.181, 0.041, -0.227], [0.134, -0.159, 0.146], [0.149, 0.102, -0.104], [0.165, -0.129, 0.175], [-0.063, -0.364, -0.206], [-0.339, 0.064, -0.099], [-0.036, -0.020, -0.295], [0.176, -0.147, 0.201], [-0.089, -0.032, 0.048], [-0.086, 0.095, -0.003], [-0.079, -0.089, 0.090], [0.214, 0.135, 0.480], [0.126, -0.080, -0.167], [-0.137, -0.002, 0.061], [-0.038, 0.064, 0.019], [0.685, 0.202, 0.222], [0.193, -0.061, -0.042], [-0.274, -0.186, 0.549], [0.300, -0.054, -0.224], [-0.080, -0.842, 0.425], [-0.061, 0.059, 0.112], [-0.061, 0.006, -0.013], [0.310, -0.020, 0.005], [0.071, 0.227, 0.290], [-0.710, 0.232, -0.717], [-0.077, 0.187, -0.293], [0.109, -0.037, -0.122], [-0.083, -0.106, 0.156], [-0.022, 0.046, 0.099], [0.004, 0.129, 0.081], [-0.004, 0.053, -0.148], [-0.013, -0.258, -0.095], [0.182, -0.215, -0.011], [-0.002, 0.106, 0.115], [0.019, 0.068, -0.142], [-0.099, -0.193, -0.057], [-0.144, 0.767, -0.274], [0.191, -0.035, 0.116], [-0.028, -0.074, 0.056], [-0.015, -0.140, -0.071], [0.020, 0.113, -0.284], [-0.003, 0.209, 0.094], [-0.168, 0.059, 0.118], [0.029, -0.064, 0.082], [-0.078, 0.022, 0.104], [0.002, 0.068, -0.281], [-0.034, -0.106, -0.004], [0.200, 0.091, 0.009], [0.126, -0.169, 0.010], [-0.109, 0.133, -0.016], [0.721, -0.655, 0.198], [0.079, 0.040, 0.053], [0.098, -0.073, -0.210], [-0.083, -0.059, -0.019], [0.073, 0.101, 0.105], [-0.017, 0.109, -0.146], [-0.066, 0.017, 0.034], [0.133, -0.156, -0.014], [0.026, 0.010, -0.008], [-0.028, 0.073, -0.163], [-0.078, -0.101, -0.045], [-0.144, 0.068, 0.037], [0.210, -0.052, 0.198], [-0.248, -0.135, -0.093], [0.243, 0.122, -0.590], [0.077, 0.167, 0.022], [0.141, -0.068, -0.016], [-0.052, -0.067, 0.212], [0.001, 0.013, 0.023], [-0.009, 0.148, 0.076], [-0.032, 0.097, -0.127], [-0.159, 0.002, 0.025], [0.147, -0.200, 0.006], [-0.108, 0.130, -0.284], [-0.858, 0.565, 0.256], [-0.073, 0.103, 0.070], [-0.014, -0.174, 0.035], [0.210, 0.078, -0.007], [-0.060, -0.135, 0.039], [0.027, 0.145, 0.089], [-0.007, 0.099, -0.133], [-0.534, 0.190, -0.024], [0.158, -0.157, 0.008]],
  "mulliken_charge": [-0.43, 0.30, -0.34, 0.15, -0.19, 0.27, 0.17, 0.11, 0.32, -0.20, -0.11, -0.11, 0.06, 0.52, 0.15, -0.09, -0.11, -0.45, -0.12, -0.13, -0.04, -0.01, 0.32, 0.64, -0.15, 0.05, -0.12, -0.42, 0.15, 0.02, -0.14, -0.16, 0.14, 0.00, -0.05, -0.13, -0.13, 0.25, 0.69, -0.05, -0.08, -0.11, -0.41, 0.00, -0.12, -0.12, -0.09, 0.32, -0.07, -0.14, 0.01, -0.09, 0.31, 0.07, -0.14, -0.08, -0.13, 0.27, 0.27, -0.13, -0.10, -0.09, 0.04, 0.68, -0.13, -0.13, -0.11, -0.30, 0.49, -0.13, -0.13, -0.12, -0.14, -0.05, -0.14, -0.09, -0.10, 0.36, 0.70, -0.12, -0.13, -0.13, -0.33, -0.03, 0.00, -0.13, -0.13, 0.32, -0.06, -0.12, -0.13, -0.04, 0.33]
}

***

{
  "formula": "C2H8S3",
  "method": "ωB97M-V/def2-TZVPD",
  "charge": 0,
  "lumo_energy_ev": 0.2,
  "molar_mass_g_mol": 128.3,
  "smiles": "CCS.SS",
  "e_tot_ev": -34708.5077,
  "homo_lumo_gap_ha": 0.3402,
  "relative_energy_kj_mol": 85.8,
  "elements": ["S", "S", "H", "H", "C", "C", "S", "H", "H", "H", "H", "H", "H"],
  "coordinates": [[2.037603, -0.378093, -0.465376], [3.269065, 0.000915, 1.180994], [1.008414, 0.373142, -0.312630], [3.705853, 1.312080, 0.970607], [-2.551792, -0.646767, 1.153073], [-2.357223, 0.526851, 0.192004], [-2.843100, 0.266079, -1.471354], [-3.520008, -1.111238, 1.204962], [-1.838484, -1.356555, 0.817332], [-2.138919, -0.330222, 2.157467], [-1.256663, 0.625133, 0.145854], [-2.903256, 1.365411, 0.540215], [-3.019926, 1.619328, -1.502505]],
  "forces_ev_per_a": [[2.072, -1.028, -0.372], [-0.319, 1.050, -0.218], [-1.347, 1.158, 0.734], [-0.423, -1.178, -0.163], [1.214, 0.980, 0.747], [1.218, -1.435, 1.490], [-0.879, 0.814, -1.227], [-0.493, 0.150, 0.085], [0.472, -1.264, -0.205], [-0.882, -0.341, -0.859], [-0.573, 0.832, 0.472], [0.041, 0.993, 0.465], [-0.101, -0.730, -0.950]],
  "mulliken_charge": [-0.10, -0.18, 0.09, 0.17, -1.08, -0.14, -0.22, 0.36, 0.32, 0.27, 0.05, 0.34, 0.13]
}

***

{
  "formula": "C3H8N2O",
  "method": "ωB97M-V/def2-TZVPD",
  "charge": 0,
  "lumo_energy_ev": 0.8,
  "molar_mass_g_mol": 88.1,
  "smiles": "[H]/N=C/N.CC=O",
  "e_tot_ev": -8267.1308,
  "homo_lumo_gap_ha": 0.3691,
  "relative_energy_kj_mol": 211.8,
  "elements": ["O", "C", "C", "H", "H", "H", "H", "N", "C", "N", "H", "H", "H", "H"],
  "coordinates": [[-0.770997, 2.725822, -0.565771], [-1.313283, 1.701608, -0.889910], [-2.306431, 1.525630, -2.017580], [-1.311789, 0.869229, -0.129425], [-3.198933, 1.822683, -1.461476], [-2.326687, 0.421383, -2.155489], [-2.363572, 2.148926, -2.945158], [1.675869, -0.719130, 0.965759], [2.142380, -1.912183, 1.427225], [1.627453, -2.504992, 2.423193], [1.908585, -0.202276, 0.145492], [1.153968, -0.071531, 1.591964], [2.983930, -2.414275, 0.988859], [2.099506, -3.390894, 2.622316]],
  "forces_ev_per_a": [[0.394, -0.063, -0.464], [-0.421, 0.943, 0.734], [-0.065, -0.747, 0.231], [0.090, -0.043, -0.783], [-0.444, -0.363, -0.046], [-0.436, 0.824, -0.535], [0.893, -0.595, 0.872], [-1.127, 1.830, 0.966], [-0.091, -0.625, 0.552], [-0.536, -0.013, 0.624], [0.857, -0.615, -0.480], [0.478, -1.480, -0.356], [0.464, 0.457, -1.172], [-0.056, 0.490, -0.144]],
  "mulliken_charge": [-0.46, 0.19, -0.82, 0.27, 0.25, 0.27, 0.31, -0.43, 0.13, -0.66, 0.19, 0.23, 0.30, 0.24]
}